A structure of composition C31H32MoN2O5S2Sb. Source: the OMol25 dataset; level of theory: wB97M-V/def2-TZVPD.

The geometry in XYZ format:
```
74
C31H32MoN2O5S2Sb wB97M-V/def2-TZVPD
Mo -1.08105 -0.44469 -1.30214
C -3.35700 -4.92939 -4.78289
N -2.21979 -4.12128 -4.36630
C -2.31289 -2.97412 -3.70157
N -3.52344 -2.53217 -3.38094
S -0.86415 -2.10775 -3.36498
H -2.98496 -5.80723 -5.30097
H -4.00561 -4.37784 -5.46602
H -3.93533 -5.26472 -3.92014
H -1.28844 -4.41908 -4.59996
H -4.33854 -3.11155 -3.49018
H -3.58423 -1.76379 -2.73292
O -0.86366 1.02267 -2.90571
C -0.62517 1.81923 -1.94253
O -1.27241 1.60221 -0.84144
C 0.42377 2.84605 -2.00352
C 1.13652 3.14961 -0.85297
C 2.19065 4.06694 -0.88136
C 2.45130 4.66428 -2.08896
O 3.39820 5.58932 -2.36982
C 3.25907 5.91560 -3.76253
O 2.19336 5.10934 -4.27863
C 1.72577 4.37027 -3.23479
C 0.71428 3.45561 -3.23807
H 0.86671 2.67453 0.08080
H 2.75965 4.30462 0.00776
H 4.18295 5.67917 -4.28274
H 3.00606 6.96720 -3.86355
H 0.16293 3.21221 -4.13745
S -2.46925 -1.94125 -0.49690
Sb -0.51488 -0.38437 1.38230
C -2.29550 0.00800 2.44820
C -3.15527 1.01378 2.00766
C -4.33609 1.26160 2.69502
C -4.66262 0.50570 3.81465
C -3.80774 -0.49592 4.25223
C -2.62211 -0.74494 3.57152
C 0.22749 -2.11440 2.34752
C 1.03359 -1.97925 3.47742
C 1.49015 -3.11115 4.14358
C 1.14424 -4.37524 3.68646
C 0.34370 -4.51253 2.55945
C -0.11488 -3.38623 1.88726
C 0.78933 1.05804 2.23978
C 2.15718 1.03360 1.95933
C 3.00997 1.95487 2.55067
C 2.50047 2.90943 3.42395
C 1.14194 2.93930 3.70569
C 0.28269 2.01599 3.11583
H -2.91203 1.60480 1.13401
H -5.00284 2.04496 2.35529
H -5.58619 0.69736 4.34597
H -4.06165 -1.08574 5.12453
H -1.95871 -1.52970 3.91566
H 1.30632 -0.99730 3.84575
H 2.11443 -3.00217 5.02212
H 1.49731 -5.25492 4.21067
H 0.07188 -5.49913 2.20326
H -0.73495 -3.50045 1.00809
H 2.56360 0.28874 1.28397
H 4.07182 1.92593 2.33597
H 3.16604 3.62750 3.88758
H 0.74552 3.67957 4.38919
H -0.77571 2.04672 3.34347
C 2.98369 -1.74522 -0.58029
O 1.61972 -1.26068 -0.48075
C 0.96283 -0.74207 -1.48964
C 1.75653 -0.51701 -2.73082
H 3.67357 -0.90769 -0.65277
H 3.09844 -2.40387 -1.43548
H 3.15570 -2.29441 0.33856
H 2.69622 -0.00615 -2.50416
H 1.18892 0.06302 -3.44977
H 2.00261 -1.48240 -3.18752
```

HOMO (spin up / spin down)   -9.8 / -10.6 eV
Expectation value of S²   2.02
LUMO energy (spin up / spin down)   -0.09378 / -0.14201 Eh
Energy above the lowest of the compared OMol25 structures with the same formula, charge and spin   6.05 kJ/mol
Charge   +1
2S+1   3
Maximum force   0.0152 Eh/bohr

***

The molecule C3H3NS4 at a distorted geometry. Source: the OMol25 dataset; level of theory: wB97M-V/def2-TZVPD.

The geometry in XYZ format:
```
11
C3H3NS4 wB97M-V/def2-TZVPD
S -2.71916 -0.02114 -0.51707
C -1.04295 -0.32394 -0.04858
N -0.60438 -1.48786 0.63665
S 1.05771 -1.84523 0.56485
C 1.40483 -0.43577 -0.11618
S 2.87884 0.10656 -0.71669
C 0.22967 0.53055 -0.31876
S 0.52724 1.84223 0.91658
H -1.46807 -2.22828 0.74197
H 0.27917 1.04031 -1.31381
H -0.54290 2.82256 0.17105
```

HOMO   -8.7 eV
LUMO energy   -0.04413 Eh
Energy above the lowest of the compared OMol25 structures with the same formula, charge and spin   194.30 kJ/mol
Structure (SMILES)   S=C1NSC(=S)[C@@H]1S
Maximum force   0.1117 Eh/bohr

***

The molecule C5H9ClFN at a distorted geometry. Source: the OMol25 dataset; level of theory: wB97M-V/def2-TZVPD.

The geometry in XYZ format:
```
17
C5H9ClFN wB97M-V/def2-TZVPD
N -1.13443 -1.19560 -0.68166
C -0.52583 0.03155 -0.16782
C 0.95896 0.24398 -0.45569
Cl 1.48813 1.94934 -0.28056
C 1.80013 -0.71540 0.40529
F 3.11318 -0.64557 -0.00043
C -1.49246 1.18149 -0.23676
C -1.11305 0.56890 1.06335
H -0.70637 -2.00681 -0.22649
H -0.83332 -1.31708 -1.63304
H 1.15140 -0.11425 -1.50028
H 1.45054 -1.73539 0.23376
H 1.83362 -0.35890 1.44247
H -1.12693 2.21017 -0.45502
H -2.45331 0.85665 -0.67701
H -1.83385 -0.15770 1.44169
H -0.57641 1.20462 1.72819
```

HOMO   -9.9 eV
LUMO energy   0.03308 Eh
Energy above the lowest of the compared OMol25 structures with the same formula, charge and spin   91.63 kJ/mol
Structure (SMILES)   NC1([C@@H](Cl)CF)CC1
Maximum force   0.0344 Eh/bohr

***

A cluster of 2 separate species, C3H9ClOSi in total at a distorted geometry. Source: the OMol25 dataset; level of theory: wB97M-V/def2-TZVPD.

The geometry in XYZ format:
```
15
C3H9ClOSi wB97M-V/def2-TZVPD
C 1.01941 0.88604 -1.63736
Si 0.54919 -0.51965 -0.66239
Cl 1.27022 -2.33109 -1.04541
C -0.52223 -0.61954 0.92046
C -1.91047 -1.25499 0.78599
H 1.46248 0.86726 -2.71326
H 0.87462 1.94090 -1.21042
H -0.01993 -0.98090 1.71352
H -0.57830 0.49994 1.26398
H -1.72969 -2.29448 0.62482
H -2.39056 -1.06997 1.76689
H -2.31453 -0.94832 -0.10706
O 3.04618 1.67566 0.62727
H 2.42997 1.32152 -0.02631
H 3.37128 1.00138 1.15389
```

HOMO   -8.6 eV
LUMO energy   0.00978 Eh
Energy above the lowest of the compared OMol25 structures with the same formula, charge and spin   410.10 kJ/mol
Structure (SMILES)   C=[Si](Cl)CC.O
Maximum force   0.0959 Eh/bohr

***

A structure of composition C26H22Br4CrN4O4S at a distorted geometry. Source: the OMol25 dataset; level of theory: wB97M-V/def2-TZVPD.

The geometry in XYZ format:
```
62
C26H22Br4CrN4O4S wB97M-V/def2-TZVPD
Cr 0.16890 -0.29280 -0.05730
O 1.89480 -0.40040 0.83170
C 2.24460 -1.22090 1.75850
C 3.61540 -1.39030 2.06780
C 4.04010 -2.30010 3.00300
C 3.11720 -3.07330 3.70490
C 1.77700 -2.89700 3.47130
C 1.30070 -1.97980 2.52020
C -0.10320 -1.78740 2.39930
N -0.69770 -1.06810 1.49590
C -2.13170 -0.91560 1.62010
C -2.53310 0.20800 0.66220
N -1.73390 -0.02600 -0.50220
C -2.24830 -0.03760 -1.67310
C -1.49150 -0.47430 -2.80980
C -1.84010 -0.07980 -4.10370
C -1.14230 -0.54040 -5.19830
C -0.10630 -1.45040 -5.00760
C 0.24850 -1.87110 -3.74600
C -0.40190 -1.37930 -2.59390
O -0.05880 -1.78430 -1.41310
H 4.33220 -0.80570 1.50890
H 5.09560 -2.41420 3.20230
H 3.45830 -3.79950 4.42730
H 1.04810 -3.47480 4.02220
H -0.71530 -2.27410 3.16280
H -2.41640 -0.67360 2.65020
H -2.61950 -1.85390 1.31980
H -2.24970 1.17280 1.09960
H -3.61330 0.20320 0.45600
H -3.28640 0.27020 -1.82290
H -2.64450 0.63500 -4.22900
H -1.39490 -0.20610 -6.19370
H 0.43830 -1.82610 -5.86170
H 1.06670 -2.56020 -3.60080
Br -0.52480 4.17540 -5.84220
C 0.09180 3.07330 -4.43630
C 1.10700 2.16570 -4.67730
Br 1.83780 1.97260 -6.40640
C 1.53740 1.34440 -3.64040
Br 2.97450 0.13730 -3.89290
C 0.91300 1.33790 -2.40130
O 1.21410 0.50930 -1.46550
C -0.14900 2.28870 -2.13010
O -0.70100 2.27680 -0.98820
C -0.48460 3.15940 -3.17450
Br -1.85320 4.42430 -2.82290
S -0.61870 1.73990 3.28180
C 0.77020 2.22150 2.50150
N 0.75700 2.68880 1.25530
C 1.95750 2.98770 0.50350
C 3.03940 3.48040 1.45160
C 3.21300 2.44730 2.55830
N 1.93180 2.24260 3.19520
H -0.09400 2.61620 0.69600
H 1.69960 3.75180 -0.23410
H 2.29870 2.08940 -0.02660
H 2.72550 4.42910 1.89150
H 3.97750 3.62800 0.91900
H 3.91850 2.80080 3.31680
H 3.59260 1.50510 2.14100
H 1.91040 1.77650 4.08780
```

HOMO (spin up / spin down)   -3.7 / -3.7 eV
Expectation value of S²   3.79
LUMO energy (spin up / spin down)   0.07441 / 0.06607 Eh
Energy above the lowest of the compared OMol25 structures with the same formula, charge and spin   186.99 kJ/mol
Charge   -1
2S+1   4
Maximum force   0.0619 Eh/bohr

***

A structure of composition C33H43BCoFN8O4S3. Source: the OMol25 dataset; level of theory: wB97M-V/def2-TZVPD.

The geometry in XYZ format:
```
94
C33H43BCoFN8O4S3 wB97M-V/def2-TZVPD
Co 0.51698 -2.67643 1.00524
C 5.05172 -1.01398 -1.05907
C 3.90090 -0.13933 -0.69465
C 3.90515 1.21266 -0.80912
C 2.75676 1.98029 -0.46528
N 1.69149 1.41084 0.02526
N 1.69031 0.07639 0.16101
B 0.41913 -0.55252 0.74365
N -0.77532 -0.45802 -0.24350
N -0.68809 0.39765 -1.26133
C -1.74143 0.58908 -2.01133
C -2.96179 -0.06975 -1.72758
C -3.05694 -0.94763 -0.69098
C -4.29793 -1.70037 -0.34798
C -1.87100 -1.17050 0.05276
S -1.73073 -2.32434 1.29908
C -1.60778 1.59446 -3.14186
C -2.60720 1.31208 -4.26619
C -1.89501 2.97884 -2.54143
C -0.18948 1.55373 -3.71605
N 0.04595 0.11201 2.09552
N -0.59387 1.27967 2.04434
C -0.93649 1.84966 3.16846
C -0.59018 1.26817 4.41405
C 0.07974 0.08459 4.46906
C 0.46208 -0.60337 5.73568
C 0.36108 -0.52846 3.22072
S 0.99840 -2.09510 3.06712
C -1.68553 3.16923 3.06244
C -2.68557 3.09246 1.90430
C -2.44218 3.49439 4.35307
C -0.65505 4.27421 2.79569
C 2.70707 -0.72256 -0.17794
S 2.52178 -2.38783 0.05098
C 2.76233 3.49428 -0.62628
C 3.51407 4.08202 0.57632
C 1.33942 4.04292 -0.67960
C 3.47359 3.89255 -1.92420
H 5.89232 -0.42252 -1.41354
H 4.75778 -1.71636 -1.84030
H 5.36807 -1.60712 -0.19993
H 4.78848 1.71689 -1.17501
H -3.82301 0.10880 -2.35484
H -5.11707 -1.42361 -1.00722
H -4.59184 -1.50211 0.68390
H -4.12039 -2.77376 -0.42672
H -3.64083 1.45042 -3.94991
H -2.49251 0.30216 -4.66182
H -2.43049 2.01183 -5.08250
H -2.93076 3.05494 -2.20599
H -1.72684 3.75110 -3.29207
H -1.24497 3.17196 -1.69155
H 0.01611 0.58870 -4.18045
H 0.55606 1.72656 -2.94100
H -0.08758 2.32600 -4.47783
H -0.87382 1.76170 5.33135
H 0.16518 -0.01946 6.60315
H 1.53998 -0.76556 5.77053
H -0.01106 -1.58494 5.78806
H -3.42118 2.30551 2.07971
H -2.18118 2.88874 0.96207
H -3.21486 4.04072 1.81811
H -3.16058 2.71391 4.60914
H -2.99541 4.42227 4.21290
H -1.77394 3.64986 5.19972
H -0.06828 4.05011 1.90517
H 0.02886 4.38503 3.63909
H -1.16317 5.22669 2.64542
H 3.00149 3.84200 1.50892
H 3.57282 5.16648 0.48638
H 4.53231 3.69418 0.63500
H 0.74147 3.69598 0.15960
H 0.84790 3.72111 -1.59578
H 1.36663 5.13201 -0.67370
H 4.53497 3.64529 -1.91867
H 3.39828 4.97175 -2.05275
H 3.00963 3.41800 -2.79041
F 1.01056 -6.57650 -4.37339
C 0.28252 -6.77278 -3.27247
C 0.81682 -6.63814 -2.05772
N 0.08095 -6.85152 -0.91081
C 0.64015 -6.50598 0.37429
C 0.66416 -5.01036 0.59118
O 1.31415 -4.51670 1.55243
O 0.01755 -4.24874 -0.18513
C -1.27239 -7.14061 -0.95971
O -1.95824 -7.23960 0.02955
N -1.77148 -7.31211 -2.23264
C -1.12240 -7.13423 -3.45340
O -1.69124 -7.26632 -4.50546
H 1.85336 -6.36281 -1.92130
H 1.64692 -6.90805 0.48800
H 0.00799 -6.94198 1.14980
H -2.75433 -7.55082 -2.27987
```

HOMO (spin up / spin down)   -10.8 / -10.8 eV
Expectation value of S²   0.82
LUMO energy (spin up / spin down)   -0.14824 / -0.13310 Eh
Energy above the lowest of the compared OMol25 structures with the same formula, charge and spin   0.00 kJ/mol
Charge   +1
2S+1   2
Maximum force   0.0167 Eh/bohr

***

The highest maximum force belongs to which entry?
C3H3NS4

***

The highest maximum force belongs to which entry?
C3H3NS4

***

The highest maximum force belongs to which entry?
C3H3NS4